Formula: C4H5NO
Source: the OMol25 dataset
Level of theory: the ωB97M-V functional and the def2-TZVPD basis

XYZ file:
```
11
Properties=species:S:1:pos:R:3:nbo_charge:R:1
O 0.4330 0.4969 1.0040 -0.511
N -0.8375 -1.3337 -0.5826 -0.543
C -1.9649 -1.1234 -0.3128 0.291
C 1.1127 -0.4405 0.3142 0.184
C -0.4762 1.3675 0.3057 -0.255
C 0.5447 -1.3191 -0.5214 -0.169
H -0.3122 2.3425 0.7561 0.194
H 2.1854 -0.4535 0.5057 0.192
H 1.0924 -2.0340 -1.1240 0.232
H -1.5322 1.1001 0.4190 0.201
H -0.2452 1.3971 -0.7640 0.184
```

Results
Total charge ... 0
Lowest unoccupied orbital energy ... 0.032 Eh
Molar mass ... 83.1 g/mol
E_HOMO ... -9.48 eV

Formula: C4H5NO
Source: the OMol25 dataset
Level of theory: the ωB97M-V functional and the def2-TZVPD basis

XYZ file:
```
11
Properties=species:S:1:pos:R:3:nbo_charge:R:1
O 0.7524 1.2126 0.5441 -0.548
N -2.2409 0.1781 1.9935 -0.319
C 0.0887 0.4396 -1.3587 -0.010
C -1.2004 0.1248 1.4880 0.244
C 0.2954 -0.6717 -0.4406 -0.488
C 0.1861 0.0254 0.9325 -0.016
H -0.0593 -1.6707 -0.7274 0.235
H -0.3654 1.3790 -1.1322 0.237
H 0.3250 0.2468 -2.4150 0.185
H 0.7479 -0.5640 1.6755 0.210
H 1.3901 -0.6562 -0.5019 0.268
```

Results
Total charge ... 0
Lowest unoccupied orbital energy (alpha / beta) ... -0.040 / -0.062 Eh
Molar mass ... 83.1 g/mol
E_HOMO (alpha / beta) ... -10.60 / -9.46 eV

Formula: C4H5NO
Source: the OMol25 dataset
Level of theory: the ωB97M-V functional and the def2-TZVPD basis

XYZ file:
```
11
Properties=species:S:1:pos:R:3:nbo_charge:R:1
O -0.5494 0.5637 -0.7891 -0.416
N 0.7923 0.0916 0.9151 -0.467
C 0.8274 1.4563 0.6633 -0.119
C -0.4687 -1.7869 -0.1644 -0.668
C 0.0110 1.7363 -0.3722 0.036
C -0.0307 -0.3775 0.0349 0.497
H -0.1613 -2.1652 -1.1443 0.233
H -0.0225 -2.4100 0.6117 0.244
H 1.4359 2.1296 1.2506 0.217
H -0.2759 2.6301 -0.9029 0.212
H -1.5581 -1.8679 -0.1028 0.233
```

Results
Total charge ... 0
Lowest unoccupied orbital energy ... 0.039 Eh
Molar mass ... 83.1 g/mol
E_HOMO ... -9.20 eV

Formula: C4H5NO
Source: the OMol25 dataset
Level of theory: the ωB97M-V functional and the def2-TZVPD basis

XYZ file:
```
11
Properties=species:S:1:pos:R:3:nbo_charge:R:1
O -0.8235 0.6762 0.5475 -0.432
N -1.3802 -0.2518 -1.4962 -0.821
C -0.4048 -0.0309 -0.5321 0.458
C 0.9062 -0.3788 -0.4013 -0.399
C 1.2905 0.0782 0.9057 -0.289
C 0.2330 0.7381 1.4203 0.048
H -1.3813 -1.1851 -1.8895 0.387
H 0.0824 1.3049 2.3260 0.205
H 2.2176 -0.1326 1.4184 0.227
H 1.5595 -0.8147 -1.1438 0.229
H -2.2993 -0.0035 -1.1550 0.388
```

Results
Total charge ... 0
Lowest unoccupied orbital energy ... 0.038 Eh
Molar mass ... 83.1 g/mol
E_HOMO ... -7.79 eV

Formula: C4H5NO
Source: the OMol25 dataset
Level of theory: the ωB97M-V functional and the def2-TZVPD basis

XYZ file:
```
11
Properties=species:S:1:pos:R:3:nbo_charge:R:1
O 2.3867 0.5947 0.6820 -0.521
N 0.2121 0.4883 1.7722 -0.633
C -1.0480 -0.3571 -0.9951 -0.123
C -0.5882 0.4184 -1.9203 -0.482
C 0.2238 -0.7053 0.9524 -0.118
C 1.3200 0.1849 1.0017 0.644
H 0.3621 0.9204 -1.8684 0.222
H -1.9385 -0.9268 -0.8412 0.189
H -1.1641 0.5910 -2.8255 0.212
H 0.0842 -1.7191 1.2637 0.214
H 0.1500 0.5107 2.7786 0.396
```

Results
Total charge ... 0
Lowest unoccupied orbital energy ... 0.011 Eh
Molar mass ... 83.1 g/mol
E_HOMO ... -8.46 eV

Formula: C4H5NO
Source: the OMol25 dataset
Level of theory: the ωB97M-V functional and the def2-TZVPD basis

XYZ file:
```
11
Properties=species:S:1:pos:R:3:nbo_charge:R:1
O -1.5878 1.3168 -0.7779 -0.515
N 3.0108 -0.2070 -0.5767 -0.324
C 1.9902 0.0368 -0.0897 0.286
C -1.5974 0.1455 -0.4885 0.446
C -0.4433 -0.5815 0.1725 -0.508
C 0.7093 0.3688 0.5383 -0.530
H -2.4871 -0.4818 -0.6989 0.119
H -0.1256 -1.3796 -0.5106 0.252
H -0.8384 -1.0953 1.0578 0.239
H 0.4323 1.3814 0.2238 0.282
H 0.8669 0.3952 1.6202 0.254
```

Results
Total charge ... 0
Lowest unoccupied orbital energy ... 0.025 Eh
Molar mass ... 83.1 g/mol
E_HOMO ... -10.60 eV

Formula: C4H5NO
Source: the OMol25 dataset
Level of theory: the ωB97M-V functional and the def2-TZVPD basis

XYZ file:
```
11
Properties=species:S:1:pos:R:3:nbo_charge:R:1
O -0.1801 -1.7046 1.6957 -0.495
N 0.5033 0.6577 -0.5818 -0.364
C 0.8852 -0.7798 -0.4235 -0.361
C -0.9190 0.8468 -0.5579 -0.245
C 0.0859 -0.8664 0.8886 0.575
C -0.2119 0.6051 0.7335 -0.215
H 0.7092 -1.5239 -1.2105 0.212
H -1.1791 1.8849 -0.7537 0.221
H -1.5793 0.1069 -1.0024 0.203
H -0.0567 1.3567 1.4997 0.228
H 1.9425 -0.5834 -0.2877 0.242
```

Results
Total charge ... 0
Lowest unoccupied orbital energy ... 0.035 Eh
Molar mass ... 83.1 g/mol
E_HOMO ... -9.65 eV

Formula: C4H5NO
Source: the OMol25 dataset
Level of theory: the ωB97M-V functional and the def2-TZVPD basis

XYZ file:
```
11
Properties=species:S:1:pos:R:3:nbo_charge:R:1
O -1.3928 -0.0627 0.3475 -0.516
N 0.0588 -0.3473 -2.8690 -0.307
C 0.6679 -0.1434 0.6120 -0.434
C -0.3540 -0.8054 -0.2968 -0.012
C -0.1602 -0.5156 -1.7445 0.244
C -0.1913 1.0724 0.6694 -0.064
H -0.4045 -1.8934 -0.1893 0.225
H 1.7465 -0.0920 0.4851 0.223
H -0.5543 1.6501 -0.1497 0.209
H 0.1288 1.7971 1.4586 0.203
H 0.4304 -0.6350 1.5636 0.228
```

Results
Total charge ... 0
Lowest unoccupied orbital energy ... 0.022 Eh
Molar mass ... 83.1 g/mol
E_HOMO ... -10.87 eV

Formula: C4H5NO
Source: the OMol25 dataset
Level of theory: the ωB97M-V functional and the def2-TZVPD basis

XYZ file:
```
11
Properties=species:S:1:pos:R:3:nbo_charge:R:1
O 1.7472 -0.0152 -0.6443 -0.643
N -1.4932 -1.3566 -0.5196 -0.513
C 0.1598 1.0384 0.7881 -0.440
C 0.5144 0.0035 -0.1032 0.390
C -1.1153 1.3548 0.4764 -0.160
C -0.2325 -1.2342 -0.4539 0.032
H 0.9380 1.5384 1.3890 0.171
H -1.4822 2.3907 0.5610 0.163
H 0.4752 -2.0634 -0.6164 0.176
H -1.7302 -2.3469 -0.6274 0.334
H 2.2704 0.7021 -0.2509 0.489
```

Results
Total charge ... 0
Lowest unoccupied orbital energy (alpha / beta) ... -0.010 / -0.010 Eh
Molar mass ... 83.1 g/mol
E_HOMO (alpha / beta) ... -7.69 / -7.67 eV

Formula: C4H5NO
Source: the OMol25 dataset
Level of theory: the ωB97M-V functional and the def2-TZVPD basis

XYZ file:
```
11
Properties=species:S:1:pos:R:3:nbo_charge:R:1
O 2.4638 -0.6627 0.6988 -0.668
N -0.7557 1.7693 -0.2655 -0.598
C 1.4542 -0.9479 -0.1767 0.066
C 0.1855 -0.8481 0.1179 0.048
C -1.5649 0.8259 0.0056 0.098
C -1.0834 -0.5532 0.2685 -0.328
H 1.7411 -1.3177 -1.1599 0.188
H -1.8096 -1.2875 0.6163 0.220
H -1.2613 2.6460 -0.3898 0.336
H -2.6507 0.9673 0.0922 0.154
H 3.2810 -0.5915 0.1926 0.481
```

Results
Total charge ... 0
Lowest unoccupied orbital energy ... 0.015 Eh
Molar mass ... 83.1 g/mol
E_HOMO ... -8.99 eV